Entry 1:
Molecular formula: C34H35O3PS5Y
Method: DFT, ωB97M-V/def2-TZVPD

Computed properties:
Multiplicity   1
Calculated total energy   -3912.849081 Eh
E_LUMO   -2.3 eV
Net charge   +1
Gap between HOMO and LUMO   8.08 eV
Molar mass   771.87 g/mol

```
79
Properties=species:S:1:pos:R:3:lowdin_charge:R:1
Y 0.222 1.210 -0.746 1.017
C 3.320 3.811 -0.920 -0.513
C 4.214 2.600 -1.158 -0.499
S 3.457 1.085 -0.552 0.872
C 4.095 -0.103 -1.736 -0.514
C 3.368 -1.432 -1.572 -0.504
S 1.575 -1.398 -1.687 0.831
C 1.256 -1.485 -3.457 -0.494
C 1.717 -0.302 -4.308 -0.480
S 0.971 1.247 -3.768 0.892
C 2.281 2.431 -4.079 -0.503
C 1.963 3.767 -3.405 -0.496
S 1.674 3.760 -1.626 0.862
H 3.809 4.716 -1.285 0.091
H 3.146 3.958 0.148 0.086
H 5.158 2.762 -0.637 0.090
H 4.446 2.487 -2.215 0.066
H 5.160 -0.265 -1.564 0.097
H 3.980 0.293 -2.743 0.045
H 3.570 -1.851 -0.585 0.083
H 3.731 -2.160 -2.300 0.096
H 0.175 -1.621 -3.527 0.056
H 1.705 -2.406 -3.834 0.094
H 1.440 -0.481 -5.347 0.091
H 2.801 -0.201 -4.276 0.067
H 2.362 2.588 -5.155 0.096
H 3.225 2.025 -3.723 0.045
H 1.061 4.200 -3.838 0.085
H 2.771 4.476 -3.594 0.094
O -1.635 1.047 -2.231 -0.496
S -2.439 2.036 -1.480 0.502
O -3.162 2.980 -2.256 -0.237
O -1.447 2.629 -0.508 -0.433
C -3.573 1.114 -0.496 -0.258
C -4.831 1.690 -0.345 -0.037
C -5.794 1.031 0.402 -0.045
C -5.505 -0.197 0.973 -0.045
C -4.249 -0.763 0.812 -0.085
C -3.248 -0.122 0.092 -0.296
P -1.609 -0.960 -0.082 1.052
C -1.210 -1.607 1.570 -0.382
C -0.179 -2.544 1.667 -0.117
C 0.310 -2.931 2.907 -0.068
C -0.215 -2.376 4.069 -0.070
C -1.229 -1.434 3.980 -0.067
C -1.722 -1.053 2.739 -0.089
C -2.036 -2.384 -1.130 -0.350
C -2.218 -2.147 -2.496 -0.111
C -2.599 -3.177 -3.343 -0.070
C -2.798 -4.455 -2.835 -0.070
C -2.628 -4.694 -1.479 -0.063
C -2.254 -3.663 -0.625 -0.077
H -5.050 2.633 -0.824 0.119
H -6.773 1.474 0.525 0.117
H -6.261 -0.722 1.543 0.116
H -4.042 -1.729 1.260 0.115
H 0.255 -2.975 0.771 0.091
H 1.103 -3.665 2.966 0.107
H 0.171 -2.671 5.036 0.110
H -1.630 -0.981 4.878 0.112
H -2.495 -0.296 2.692 0.106
H -2.101 -1.145 -2.892 0.087
H -2.751 -2.979 -4.396 0.110
H -3.095 -5.260 -3.495 0.109
H -2.794 -5.687 -1.081 0.110
H -2.132 -3.864 0.431 0.103
C 0.838 1.229 1.384 -0.192
C 0.943 1.285 2.605 -0.119
C 1.086 1.284 4.037 -0.270
C 0.172 1.968 4.842 -0.041
C 0.289 1.927 6.223 -0.078
C 1.317 1.204 6.816 -0.082
C 2.232 0.522 6.021 -0.079
C 2.118 0.561 4.640 -0.044
H -0.628 2.528 4.373 0.117
H -0.422 2.463 6.839 0.105
H 1.409 1.174 7.895 0.105
H 3.036 -0.039 6.479 0.104
H 2.820 0.026 4.014 0.114
```

Entry 2:
Molecular formula: C34H36BI2N8O3RuS2
Method: DFT, ωB97M-V/def2-TZVPD

Computed properties:
Multiplicity   1
Calculated total energy   -3492.387865 Eh
E_LUMO (alpha / beta)   -4.8 / -5.6 eV
Net charge   +1
Gap between HOMO and LUMO (alpha / beta)   6.34 / 5.63 eV
Molar mass   1034.54 g/mol

```
87
Properties=species:S:1:pos:R:3:lowdin_charge:R:1
Ru -0.459 -0.113 0.397 1.352
C -3.660 -1.817 -0.441 -0.061
C -2.748 -1.964 -1.664 -0.369
C -3.452 -2.778 -2.747 -0.059
C -1.443 -2.593 -1.278 -0.252
C -0.975 -3.879 -1.566 0.015
C 0.262 -3.964 -0.967 -0.046
N 0.520 -2.800 -0.361 -0.022
N -0.514 -1.954 -0.560 -0.048
B 1.626 -2.411 0.609 -0.498
N 0.939 -2.157 1.983 0.000
C 1.071 -2.766 3.164 -0.025
C 0.051 -2.351 3.997 0.017
C -0.703 -1.449 3.239 -0.256
N -0.134 -1.337 2.034 -0.023
C -2.047 -0.857 3.554 -0.373
C -2.054 -0.093 4.877 -0.042
C -3.092 -1.980 3.575 -0.047
N 2.237 -1.050 0.193 -0.007
C 3.442 -0.781 -0.299 -0.021
C 3.617 0.592 -0.294 0.010
C 2.440 1.128 0.225 -0.257
N 1.602 0.104 0.514 -0.065
C 2.214 2.581 0.570 -0.354
C 3.559 3.296 0.724 -0.062
C 1.337 3.372 -0.401 -0.073
H -4.577 -1.290 -0.711 0.080
H -3.930 -2.801 -0.052 0.091
H -3.187 -1.259 0.368 0.040
H -2.527 -0.974 -2.071 0.099
H -3.708 -3.775 -2.385 0.085
H -4.379 -2.285 -3.040 0.084
H -2.827 -2.884 -3.634 0.090
H -1.463 -4.631 -2.158 0.115
H 0.985 -4.761 -0.939 0.137
H 2.462 -3.255 0.693 0.133
H 1.862 -3.481 3.317 0.136
H -0.143 -2.678 5.003 0.117
H -2.313 -0.175 2.738 0.108
H -1.619 -0.702 5.672 0.086
H -1.492 0.839 4.825 0.059
H -3.076 0.146 5.169 0.089
H -2.931 -2.636 4.432 0.090
H -4.093 -1.557 3.655 0.088
H -3.043 -2.586 2.670 0.077
H 4.106 -1.583 -0.577 0.143
H 4.502 1.128 -0.583 0.116
H 1.737 2.606 1.549 0.100
H 4.078 3.371 -0.233 0.084
H 3.392 4.312 1.082 0.087
H 4.213 2.787 1.432 0.090
H 1.840 3.491 -1.362 0.079
H 0.372 2.909 -0.586 0.014
H 1.157 4.369 0.008 0.091
I -4.191 2.069 -2.359 1.025
C -3.286 2.704 -0.611 -0.625
C -3.650 3.933 -0.014 -0.193
C -3.064 4.376 1.141 -0.650
I -3.672 6.196 1.949 0.993
C -2.055 3.598 1.775 -0.193
C -1.356 3.924 2.954 0.002
C -0.397 3.072 3.440 -0.020
C -0.106 1.889 2.751 -0.125
N -0.731 1.562 1.636 0.001
C -1.704 2.385 1.159 -0.170
C -2.324 1.927 -0.017 -0.402
O -1.922 0.742 -0.498 -0.374
H -4.416 4.527 -0.493 0.088
H -1.588 4.844 3.474 0.079
H 0.144 3.300 4.347 0.124
H 0.656 1.201 3.097 0.133
O 2.808 -3.330 -2.936 -0.276
S 1.983 -2.574 -3.834 0.662
O 1.325 -3.224 -4.921 -0.255
N 0.853 -1.752 -2.915 -0.028
C 1.109 -0.502 -2.899 -0.654
S 0.252 0.701 -1.986 0.943
C 2.261 -0.037 -3.736 -0.226
C 2.761 1.238 -3.933 -0.027
C 3.851 1.387 -4.782 -0.049
C 4.427 0.288 -5.411 -0.047
C 3.931 -0.995 -5.204 -0.014
C 2.846 -1.120 -4.364 -0.215
H 2.316 2.096 -3.445 0.097
H 4.258 2.374 -4.961 0.112
H 5.272 0.434 -6.071 0.114
H 4.373 -1.856 -5.686 0.129
```

Entry 3:
Molecular formula: C34H36FeGeN6OS2
Method: DFT, ωB97M-V/def2-TZVPD

Computed properties:
Multiplicity   2
Calculated total energy   -5857.859841 Eh
E_LUMO (alpha / beta)   2.4 / 2.4 eV
Net charge   -1
Gap between HOMO and LUMO (alpha / beta)   4.50 / 4.12 eV
Molar mass   737.29 g/mol

```
81
Properties=species:S:1:pos:R:3:lowdin_charge:R:1
Fe 1.055 -0.711 0.701 0.093
N 3.802 -0.574 4.073 0.029
C 3.078 -0.644 2.887 -0.831
S 1.360 -0.894 2.994 0.676
N 3.767 -0.546 1.793 0.013
N 2.982 -0.648 0.667 -0.093
C 3.595 -0.767 -0.524 -0.227
C 5.066 -0.807 -0.694 -0.176
C 5.891 0.170 -0.131 -0.042
C 7.263 0.140 -0.323 -0.096
C 7.847 -0.870 -1.079 -0.116
C 7.042 -1.851 -1.637 -0.100
C 5.667 -1.819 -1.441 -0.054
C 2.711 -0.785 -1.627 -0.216
C 3.093 -0.768 -3.001 -0.044
C 2.138 -0.737 -3.974 -0.106
C 0.766 -0.719 -3.621 -0.090
C 0.451 -0.709 -2.284 -0.168
N 1.359 -0.738 -1.300 -0.017
H 3.270 -0.230 4.855 0.054
H 4.710 -0.149 3.960 0.072
H 5.440 0.947 0.472 0.102
H 7.883 0.909 0.122 0.094
H 8.920 -0.893 -1.225 0.090
H 7.484 -2.652 -2.219 0.094
H 5.043 -2.596 -1.868 0.113
H 4.144 -0.760 -3.257 0.098
H 2.434 -0.716 -5.017 0.092
H -0.019 -0.707 -4.364 0.085
H -0.576 -0.673 -1.938 0.077
C 2.323 2.914 -0.809 -0.238
S 0.805 2.108 -0.300 0.823
C -0.213 3.567 -0.068 -0.237
O 1.106 1.557 1.066 -0.557
H 2.150 3.489 -1.720 0.054
H 3.033 2.109 -1.007 0.039
H 2.682 3.547 0.002 0.056
H -0.394 4.021 -1.045 0.057
H 0.270 4.272 0.611 0.062
H -1.153 3.219 0.363 0.018
N 0.561 -3.612 1.495 -0.028
N 0.964 -2.707 0.428 -0.117
H -0.353 -3.253 1.765 0.047
H 1.139 -3.318 2.284 0.004
H 0.256 -2.805 -0.291 0.081
H 1.824 -3.074 0.031 0.102
C -0.789 -0.512 0.663 -0.254
Ge -2.616 -0.118 0.542 0.807
C -2.927 1.667 1.337 -0.296
C -2.171 2.033 2.455 -0.117
C -2.292 3.299 3.015 -0.097
C -3.162 4.228 2.456 -0.115
C -3.910 3.884 1.338 -0.108
C -3.792 2.612 0.786 -0.117
C -3.847 -1.368 1.451 -0.279
C -3.801 -2.731 1.146 -0.129
C -4.627 -3.643 1.790 -0.105
C -5.517 -3.205 2.762 -0.115
C -5.574 -1.855 3.081 -0.105
C -4.747 -0.948 2.429 -0.105
C -3.339 0.059 -1.298 -0.274
C -4.486 -0.604 -1.732 -0.104
C -4.944 -0.470 -3.040 -0.103
C -4.261 0.338 -3.937 -0.113
C -3.120 1.012 -3.521 -0.098
C -2.669 0.871 -2.217 -0.132
H -1.452 1.328 2.862 0.098
H -1.694 3.565 3.878 0.098
H -3.250 5.218 2.886 0.090
H -4.584 4.607 0.892 0.092
H -4.377 2.357 -0.092 0.095
H -3.101 -3.086 0.396 0.094
H -4.571 -4.696 1.539 0.094
H -6.158 -3.913 3.272 0.091
H -6.262 -1.508 3.843 0.093
H -4.800 0.104 2.689 0.092
H -5.032 -1.238 -1.041 0.090
H -5.835 -0.999 -3.357 0.093
H -4.614 0.441 -4.956 0.091
H -2.578 1.643 -4.216 0.096
H -1.767 1.391 -1.906 0.082
```